{
  "formula": "C5H13N4S",
  "method": "wB97M-V/def2-TZVPD",
  "elements": ["C", "C", "C", "C", "C", "N", "N", "N", "N", "S", "H", "H", "H", "H", "H", "H", "H", "H", "H", "H", "H", "H", "H"],
  "coordinates": [[1.248, 0.213, 1.778], [0.847, 2.515, 2.565], [-1.933, -0.418, -0.922], [-0.562, -1.008, -1.189], [0.361, -1.162, -0.038], [0.655, 1.237, 2.680], [1.627, 2.108, -0.617], [1.584, 0.776, -0.701], [0.704, 0.290, 0.371], [1.561, 3.290, 1.398], [2.340, 0.517, 1.666], [1.143, -0.746, 2.382], [-1.896, 0.757, -1.070], [-2.664, -0.609, -1.714], [-2.261, -0.861, 0.089], [-0.158, -0.414, -1.914], [-0.627, -2.115, -1.637], [-0.051, -1.574, 0.813], [1.198, -1.689, -0.321], [2.538, 2.348, -0.962], [0.706, 2.574, -0.886], [0.360, 0.687, 3.461], [-0.207, 0.646, 0.480]],
  "lowdin_charge": [-0.093, -0.553, -0.099, -0.271, -0.117, -0.080, -0.135, -0.039, -0.118, 0.938, 0.155, 0.163, 0.113, 0.077, 0.110, 0.064, 0.178, 0.099, 0.113, 0.113, 0.135, 0.130, 0.120],
  "charge": 1,
  "homo_ev": [-12.46, -11.67],
  "gap_ev": [7.812, 6.757],
  "multiplicity": 1,
  "energy_ev": -22178.4323,
  "e_above_lowest_kcal_mol": 104.5
}